(1)
Entry from the Open Molecules 2025 dataset: one molecule with the formula C14H18BCl3O3Si (the ωB97M-V functional and the def2-TZVPD basis).

XYZ file:
```
40
Properties=species:S:1:pos:R:3:lowdin_charge:R:1
Cl -2.844 2.499 0.459 0.353
B -2.075 0.885 1.280 -1.761
Cl -2.607 0.751 3.077 0.447
Cl -2.743 -0.674 0.370 0.467
O -0.645 1.022 1.117 -0.140
C 0.322 -0.002 1.062 -0.272
C 1.593 0.572 1.634 -0.175
C 2.297 -0.241 2.513 -0.022
C 3.594 0.137 2.912 -0.055
C 4.062 1.391 2.443 -0.096
C 3.273 2.268 1.710 -0.087
C 1.987 1.880 1.363 -0.017
H -0.025 -0.876 1.674 0.152
H 1.863 -1.178 2.800 0.111
H 4.155 -0.474 3.548 0.079
H 5.078 1.743 2.826 0.120
H 3.635 3.264 1.444 0.107
H 1.313 2.544 0.819 0.129
C 4.133 -5.968 -2.174 -0.154
Si 2.663 -4.934 -2.648 0.513
C 2.890 -4.281 -4.380 -0.162
C 1.061 -5.887 -2.613 -0.152
O 2.521 -3.626 -1.480 0.009
C 2.033 -2.457 -1.234 -0.329
C 1.987 -1.281 -2.041 0.075
C 1.177 -0.361 -1.354 0.094
C 0.607 -0.952 -0.187 -0.170
O 1.291 -2.268 -0.156 0.127
H 4.173 -6.856 -2.815 0.048
H 5.060 -5.403 -2.319 0.042
H 4.080 -6.294 -1.131 0.042
H 2.819 -5.129 -5.073 0.048
H 2.104 -3.562 -4.628 0.036
H 3.873 -3.815 -4.499 0.040
H 1.134 -6.699 -3.344 0.045
H 0.854 -6.307 -1.623 0.044
H 0.231 -5.230 -2.898 0.044
H 2.398 -1.184 -3.056 0.130
H 1.073 0.689 -1.497 0.142
H -0.580 -1.177 -0.285 0.149
```

Summary:
E (eV): -67076.8367
Kohn-Sham gap (Eh): 0.2593

***

(2)
Entry from the Open Molecules 2025 dataset: an isolated ion of composition C4H12NO and charge +1 (the ωB97M-V functional and the def2-TZVPD basis).

XYZ file:
```
18
Properties=species:S:1:pos:R:3:lowdin_charge:R:1
C -1.453 -0.014 -0.086 -0.216
O -2.082 0.387 1.129 -0.058
C 0.035 -0.088 0.142 -0.325
C 0.648 -0.709 -1.072 -0.231
C 2.159 -0.939 -0.799 -0.112
N 0.507 1.294 0.575 0.250
H -1.943 -0.953 -0.290 0.137
H -1.693 0.722 -0.920 0.166
H -2.299 -0.328 1.730 0.105
H 0.278 -0.800 1.024 0.192
H 0.198 -1.712 -1.163 0.128
H 0.563 -0.273 -2.160 0.172
H 2.318 -1.643 -1.687 0.105
H 2.828 -0.096 -1.080 0.074
H 2.585 -1.294 0.155 0.086
H 1.218 1.701 -0.038 0.175
H 0.828 1.375 1.527 0.167
H -0.387 1.867 0.541 0.186
```

Summary:
E (eV): -7872.5117
Kohn-Sham gap (Eh): 0.4162
SMILES: CC[C@@H]([NH3+])CO
Net charge: +1

***

(3)
Entry from the Open Molecules 2025 dataset: C37H54BN6S3Ti as an isolated structure (the ωB97M-V functional and the def2-TZVPD basis).

XYZ file:
```
102
Properties=species:S:1:pos:R:3:lowdin_spin:R:1
Ti 2.024 1.910 0.322 0.970
C -0.996 0.594 4.171 -0.006
C -1.005 0.697 2.676 0.046
C -2.185 0.849 1.952 0.244
C -2.130 1.257 0.595 0.032
N -1.032 1.301 -0.103 0.167
N 0.140 0.805 0.549 0.086
B 0.794 -0.254 -0.319 0.022
N 1.785 -1.201 0.326 0.011
N 1.073 -2.217 0.859 0.002
C 1.708 -3.204 1.408 0.004
C 3.129 -3.247 1.390 0.002
C 3.853 -2.219 0.876 0.004
C 5.345 -2.214 0.858 0.001
C 3.128 -1.083 0.379 0.008
S 3.967 0.351 -0.029 0.007
C 0.881 -4.305 2.046 0.000
C 1.330 -4.470 3.504 0.000
C 1.116 -5.609 1.275 0.000
C -0.606 -3.948 2.013 0.000
N -0.199 -0.875 -1.344 0.003
N -1.238 -1.675 -1.203 0.000
C -1.939 -1.888 -2.292 0.000
C -1.631 -1.239 -3.517 0.000
C -0.583 -0.362 -3.630 0.000
C -0.210 0.375 -4.873 0.000
C 0.150 -0.224 -2.441 0.000
S 1.643 0.578 -2.026 0.003
C -3.081 -2.884 -2.215 0.000
C -4.390 -2.226 -2.677 0.000
C -2.743 -4.062 -3.145 0.000
C -3.248 -3.404 -0.788 0.000
C 0.182 0.746 1.982 0.238
S 1.772 1.015 2.590 0.109
C -3.396 1.766 -0.091 -0.003
C -4.534 0.760 0.131 0.001
C -3.789 3.117 0.521 0.002
C -3.182 1.940 -1.594 0.001
H -2.008 0.487 4.556 0.000
H -0.548 1.486 4.615 -0.001
H -0.399 -0.257 4.503 -0.002
H -3.137 0.818 2.460 0.014
H 3.637 -4.111 1.798 0.000
H 5.734 -3.168 1.209 0.000
H 5.732 -1.414 1.491 0.000
H 5.717 -2.026 -0.150 0.000
H 2.371 -4.788 3.584 0.000
H 0.717 -5.232 3.988 0.000
H 1.213 -3.537 4.059 0.000
H 2.168 -5.903 1.276 0.000
H 0.788 -5.515 0.238 0.000
H 0.548 -6.416 1.739 0.000
H -0.807 -3.033 2.573 0.000
H -1.180 -4.760 2.461 0.000
H -0.959 -3.790 0.992 0.000
H -2.257 -1.440 -4.377 0.000
H 0.404 -0.251 -5.522 0.000
H 0.360 1.272 -4.633 0.000
H -1.100 0.666 -5.429 0.000
H -4.324 -1.839 -3.695 0.000
H -4.681 -1.406 -2.020 0.000
H -5.187 -2.970 -2.665 0.000
H -2.712 -3.760 -4.193 0.000
H -3.511 -4.830 -3.048 0.000
H -1.783 -4.510 -2.885 0.000
H -3.392 -2.594 -0.073 0.000
H -2.373 -3.973 -0.470 0.000
H -4.116 -4.062 -0.747 0.000
H -4.865 0.729 1.169 0.000
H -4.228 -0.248 -0.154 0.001
H -5.396 1.045 -0.475 0.000
H -3.922 3.043 1.602 0.002
H -4.731 3.460 0.089 0.000
H -3.033 3.877 0.321 0.000
H -2.919 0.993 -2.067 0.000
H -2.391 2.656 -1.812 0.000
H -4.106 2.302 -2.049 0.000
C 3.514 3.710 0.390 0.007
C 2.501 3.980 1.336 0.000
C 1.260 4.053 0.640 -0.004
C 1.510 3.871 -0.746 0.008
C 2.908 3.637 -0.900 -0.003
C 3.659 3.448 -2.185 0.000
C 0.477 3.952 -1.829 0.006
C -0.077 4.297 1.268 0.000
C 2.711 4.241 2.792 0.004
C 4.979 3.607 0.676 0.003
H 4.304 2.568 -2.163 0.000
H 4.295 4.313 -2.383 0.000
H 2.983 3.337 -3.030 0.000
H -0.380 3.315 -1.604 0.001
H 0.885 3.636 -2.788 0.000
H 0.121 4.978 -1.943 0.001
H -0.880 3.993 0.599 0.001
H -0.211 5.357 1.498 -0.001
H -0.191 3.741 2.202 0.000
H 1.802 4.065 3.366 0.001
H 3.008 5.282 2.941 0.000
H 3.493 3.608 3.211 0.001
H 5.421 4.601 0.770 0.001
H 5.509 3.087 -0.123 0.000
H 5.172 3.072 1.606 0.000
```

Summary:
E (eV): -104482.6182
Kohn-Sham gap (alpha / beta) (Eh): 0.2065 / 0.2700
2S+1: 3
Net charge: +1

***

(4)
Entry from the Open Molecules 2025 dataset: a 3-piece molecular cluster, C3H8N2O2 overall (the ωB97M-V functional and the def2-TZVPD basis).

XYZ file:
```
15
Properties=species:S:1:pos:R:3:lowdin_charge:R:1
C -1.282 -2.577 -1.042 -0.121
C -1.979 -1.542 -1.589 -0.164
N -1.918 -0.438 -0.763 0.040
C -1.189 -0.810 0.259 -0.226
N -0.778 -2.093 0.136 0.040
H -1.108 -3.538 -1.482 0.101
H -2.480 -1.414 -2.530 0.091
H -0.965 -0.156 1.093 0.104
H -0.232 -2.646 0.774 0.147
H 0.481 1.970 2.996 0.032
H 0.761 1.389 1.540 0.014
O 1.141 1.648 2.381 -0.057
H 3.221 4.148 -0.804 0.038
H 3.441 2.824 -0.140 0.041
O 2.885 3.234 -0.831 -0.079
```

Summary:
E (eV): -10315.5702
Kohn-Sham gap (Eh): 0.3572
SMILES: c1c[nH]cn1.O.O

***

(5)
Entry from the Open Molecules 2025 dataset: C11H17AsAuN3OS2 as an isolated structure (the ωB97M-V functional and the def2-TZVPD basis).

XYZ file:
```
36
Properties=species:S:1:pos:R:3:lowdin_spin:R:1
Au -0.740 0.328 -1.018 0.559
C 0.911 4.732 -3.764 0.047
S 1.764 3.951 -2.393 0.434
C 1.037 2.351 -2.375 0.036
S -0.568 2.553 -1.739 0.516
N 1.745 1.308 -2.602 0.036
N 1.076 0.178 -2.170 0.172
C 1.601 -0.981 -2.231 0.008
C 0.798 -2.102 -1.716 0.007
C 1.269 -3.396 -1.754 0.000
C 0.449 -4.423 -1.288 -0.001
C -0.807 -4.110 -0.813 0.002
C -1.214 -2.778 -0.794 0.009
N -0.434 -1.799 -1.228 0.068
H 1.256 5.762 -3.800 -0.001
H -0.167 4.701 -3.595 0.014
H 1.166 4.206 -4.684 0.011
H 2.592 -1.131 -2.650 0.005
H 2.253 -3.603 -2.153 0.001
H 0.792 -5.448 -1.309 0.000
H -1.482 -4.875 -0.457 0.000
H -2.191 -2.498 -0.424 0.002
C 0.879 0.423 3.859 0.004
As -0.647 0.414 2.718 0.002
C -1.859 -0.937 3.317 -0.001
C -1.525 2.106 2.839 -0.001
O -0.134 0.101 1.144 0.068
H 0.573 0.552 4.896 0.001
H 1.533 1.241 3.564 0.000
H 1.401 -0.525 3.744 0.000
H -2.071 -0.806 4.377 0.000
H -1.397 -1.909 3.155 0.000
H -2.787 -0.865 2.753 0.000
H -1.765 2.321 3.879 0.000
H -2.445 2.081 2.257 0.000
H -0.860 2.877 2.454 0.000
```

Summary:
E (eV): -104383.2771
Kohn-Sham gap (alpha / beta) (Eh): 0.2834 / 0.1988
2S+1: 3
Net charge: +2

***

(6)
Entry from the Open Molecules 2025 dataset: C34H37N5OP2Pd as an isolated structure (the ωB97M-V functional and the def2-TZVPD basis).

XYZ file:
```
80
Properties=species:S:1:pos:R:3:lowdin_charge:R:1
Pd 0.128 0.473 -0.473 0.621
C -3.088 -1.640 0.267 -0.264
C -2.524 -1.640 -1.153 -0.294
P -0.737 -1.392 -1.449 0.965
C -0.738 -1.035 -3.222 -0.366
C -1.288 0.188 -3.618 -0.129
C -1.390 0.500 -4.962 -0.062
C -0.934 -0.401 -5.918 -0.052
C -0.393 -1.615 -5.529 -0.052
C -0.300 -1.941 -4.182 -0.066
C 0.096 -2.963 -1.163 -0.367
C -0.546 -4.002 -0.494 -0.072
C 0.135 -5.178 -0.215 -0.049
C 1.456 -5.326 -0.605 -0.051
C 2.099 -4.300 -1.287 -0.055
C 1.424 -3.122 -1.562 -0.114
C -2.874 -0.329 1.026 -0.309
P -1.121 0.000 1.340 0.952
C -0.459 -1.465 2.163 -0.368
C 0.790 -1.965 1.805 -0.125
C 1.316 -3.070 2.461 -0.063
C 0.590 -3.680 3.472 -0.047
C -0.656 -3.184 3.837 -0.046
C -1.179 -2.076 3.191 -0.069
C -1.057 1.312 2.588 -0.349
C 0.137 1.482 3.292 -0.096
C 0.234 2.451 4.276 -0.065
C -0.865 3.252 4.570 -0.059
C -2.053 3.084 3.876 -0.063
C -2.152 2.118 2.882 -0.082
H -2.689 -2.466 0.857 0.087
H -4.162 -1.812 0.187 0.128
H -2.991 -0.834 -1.726 0.096
H -2.779 -2.567 -1.673 0.110
H -1.644 0.897 -2.874 0.100
H -1.828 1.441 -5.267 0.116
H -1.016 -0.159 -6.970 0.117
H -0.057 -2.323 -6.275 0.116
H 0.096 -2.904 -3.890 0.105
H -1.578 -3.908 -0.185 0.098
H -0.373 -5.981 0.302 0.120
H 1.983 -6.247 -0.393 0.118
H 3.122 -4.426 -1.617 0.115
H 1.917 -2.340 -2.123 0.084
H -3.389 -0.371 1.988 0.099
H -3.267 0.528 0.472 0.096
H 1.347 -1.499 1.000 0.071
H 2.286 -3.456 2.178 0.114
H 0.996 -4.543 3.983 0.118
H -1.218 -3.657 4.630 0.118
H -2.144 -1.690 3.497 0.117
H 0.986 0.839 3.083 0.108
H 1.154 2.563 4.835 0.114
H -0.798 3.995 5.354 0.116
H -2.912 3.699 4.112 0.119
H -3.083 2.010 2.342 0.110
N 3.572 0.623 -2.981 0.091
C 2.854 1.570 -3.665 -0.046
C 1.654 1.653 -3.034 -0.116
N 1.634 0.764 -1.983 -0.074
C 2.808 0.162 -1.976 -0.194
H 4.507 0.318 -3.198 0.171
H 3.250 2.090 -4.519 0.130
H 0.812 2.282 -3.260 0.113
H 3.126 -0.600 -1.283 0.127
C 1.707 5.440 1.821 0.005
N 0.913 4.455 1.109 -0.068
C -0.500 4.585 0.812 -0.003
C -0.794 3.258 0.123 -0.487
O -1.870 2.867 -0.252 0.062
N 0.383 2.525 0.092 0.036
C 1.328 3.266 0.697 -0.410
N 2.573 2.818 0.881 0.237
H 1.156 6.376 1.842 0.105
H 2.650 5.626 1.305 0.099
H 1.901 5.128 2.848 0.098
H -0.713 5.429 0.155 0.152
H -1.100 4.670 1.721 0.136
H 2.847 1.965 0.427 0.100
H 3.286 3.403 1.280 0.117
```

Summary:
E (eV): -67405.4415
Kohn-Sham gap (Eh): 0.3159
Net charge: +2